Formula: H24O12
Source: the OMol25 dataset
Level of theory: wB97M-V/def2-TZVPD

Values from the calculation:
SMILES	O.O.O.O.O.O.O.O.O.O.O.O
E_LUMO	-0.0228	Eh
energy relative to the best compared isomer or geometry (same formula, charge and spin)	69.46	kcal/mol
highest occupied orbital energy	-0.368	hartree
Kohn-Sham gap	9.393	eV

Each atom is followed by the atoms it is bonded to, with distances in Å.
Element x y z (Å)
1 O 8.184 18.975 -22.161  H2 0.951, H3 0.974
2 H 8.237 18.081 -21.838  O1 0.951
3 H 7.960 19.435 -21.332  O1 0.974
4 O 5.219 22.223 -21.409  H5 0.937, H6 1.002
5 H 5.037 22.493 -20.531  O4 0.937
6 H 4.534 21.545 -21.683  O4 1.002
7 O 5.533 18.775 -20.994  H8 0.946, H9 0.947
8 H 6.162 19.039 -21.649  O7 0.946
9 H 5.986 18.810 -20.162  O7 0.947
10 O 4.584 17.809 -23.695  H11 0.971, H12 0.926
11 H 4.091 17.881 -22.860  O10 0.971
12 H 5.102 18.571 -23.788  O10 0.926
13 O 3.394 20.400 -19.537  H14 0.953, H15 0.958
14 H 3.753 20.011 -20.329  O13 0.953
15 H 2.456 20.320 -19.711  O13 0.958
16 O 6.330 18.723 -18.362  H17 0.950, H18 0.944
17 H 6.184 19.608 -18.050  O16 0.950
18 H 7.251 18.672 -18.563  O16 0.944
19 O 5.785 16.303 -17.486  H20 0.953, H21 0.978
20 H 5.939 16.243 -16.548  O19 0.953
21 H 6.056 17.220 -17.692  O19 0.978
22 O 3.601 17.633 -18.860  H23 0.969, H24 0.940
23 H 4.244 17.947 -18.206  O22 0.969
24 H 3.996 17.737 -19.707  O22 0.940
25 O 7.909 20.827 -20.102  H26 0.931, H27 0.980
26 H 7.379 21.101 -19.387  O25 0.931
27 H 7.484 21.089 -20.945  O25 0.980
28 O 6.371 19.921 -24.127  H29 0.969, H30 0.909
29 H 6.828 20.586 -23.591  O28 0.969
30 H 5.634 20.386 -24.385  O28 0.909
31 O 6.986 16.246 -23.404  H32 0.982, H33 0.923
32 H 7.776 16.315 -23.982  O31 0.982
33 H 6.580 17.075 -23.393  O31 0.923
34 O 5.213 16.116 -20.951  H35 0.967, H36 0.950
35 H 5.385 17.051 -21.133  O34 0.967
36 H 4.290 15.977 -21.129  O34 0.950

---

Formula: C20H33BrN2O6
Source: the OMol25 dataset
Level of theory: wB97M-V/def2-TZVPD

Values from the calculation:
SMILES	Brc1cccc2nccnc12.COCCOCCOC.COCCOCCOC
E_LUMO	-0.0446	Eh
highest occupied orbital energy	-0.321	hartree
Kohn-Sham gap	7.525	eV

Each atom is followed by the atoms it is bonded to, with distances in Å.
Element x y z (Å)
1 Br -0.003 -2.176 -4.447  C2 2.005
2 C -0.188 -4.035 -3.719  Br1 2.005, C3 1.543, C11 1.584
3 C -1.505 -4.811 -3.930  C2 1.543, C4 1.579, H12 1.145
4 C -1.598 -6.272 -3.338  C3 1.579, C5 1.562, H13 1.153
5 C -0.374 -6.860 -2.564  C4 1.562, C6 1.589, H14 1.156
6 C 0.978 -6.057 -2.341  C5 1.589, N7 1.440, C11 1.548
7 N 2.020 -6.737 -1.616  C6 1.440, C8 1.427
8 C 3.151 -5.871 -1.521  N7 1.427, C9 1.557, H15 1.155
9 C 3.272 -4.435 -2.110  C8 1.557, N10 1.426, H16 1.146
10 N 2.221 -3.794 -2.828  C9 1.426, C11 1.439
11 C 1.053 -4.628 -2.932  C2 1.584, C6 1.548, N10 1.439
12 H -2.409 -4.374 -4.481  C3 1.145
13 H -2.552 -6.902 -3.483  C4 1.153
14 H -0.440 -7.931 -2.137  C5 1.156
15 H 4.083 -6.298 -0.988  C8 1.155
16 H 4.251 -3.858 -1.965  C9 1.146
17 C -0.858 -0.193 -1.802  O18 1.415, H26 1.095, H27 1.092, H28 1.094
18 O -0.485 1.151 -1.562  C17 1.415, C19 1.423
19 C 0.323 1.694 -2.599  O18 1.423, C20 1.526, H29 1.096, H30 1.096
20 C 0.029 3.180 -2.789  C19 1.526, O21 1.429, H31 1.095, H32 1.090
21 O -1.207 3.448 -3.454  C20 1.429, C22 1.429
22 C -2.402 3.161 -2.726  O21 1.429, C23 1.527, H33 1.089, H34 1.095
23 C -2.658 4.102 -1.552  C22 1.527, O24 1.425, H35 1.095, H36 1.097
24 O -1.789 3.798 -0.465  C23 1.425, C25 1.415
25 C -1.400 4.944 0.268  O24 1.415, H37 1.095, H38 1.092, H39 1.094
26 H 0.013 -0.851 -1.709  C17 1.095
27 H -1.601 -0.478 -1.055  C17 1.092
28 H -1.312 -0.303 -2.792  C17 1.094
29 H 0.153 1.170 -3.547  C19 1.096
30 H 1.370 1.565 -2.302  C19 1.096
31 H 0.806 3.591 -3.442  C20 1.095
32 H 0.095 3.729 -1.850  C20 1.090
33 H -2.432 2.115 -2.421  C22 1.089
34 H -3.217 3.297 -3.444  C22 1.095
35 H -3.686 3.975 -1.196  C23 1.095
36 H -2.524 5.139 -1.885  C23 1.097
37 H -0.994 5.716 -0.395  C25 1.095
38 H -0.612 4.648 0.964  C25 1.092
39 H -2.248 5.337 0.836  C25 1.094
40 C -2.150 0.562 2.679  O41 1.414, H49 1.096, H50 1.091, H51 1.096
41 O -0.797 0.222 2.912  C40 1.414, C42 1.424
42 C 0.052 0.555 1.817  O41 1.424, C43 1.527, H52 1.096, H53 1.096
43 C 1.433 0.977 2.313  C42 1.527, O44 1.430, H54 1.095, H55 1.090
44 O 1.471 2.287 2.887  C43 1.430, C45 1.428
45 C 0.815 2.455 4.145  O44 1.428, C46 1.527, H56 1.089, H57 1.095
46 C 1.518 1.766 5.311  C45 1.527, O47 1.424, H58 1.095, H59 1.097
47 O 1.308 0.358 5.264  C46 1.424, C48 1.414
48 C 2.419 -0.380 5.735  O47 1.414, H60 1.095, H61 1.092, H62 1.094
49 H -2.581 -0.095 1.915  C40 1.096
50 H -2.698 0.430 3.613  C40 1.091
51 H -2.245 1.610 2.373  C40 1.096
52 H -0.376 1.366 1.218  C42 1.096
53 H 0.147 -0.341 1.192  C42 1.096
54 H 2.097 1.022 1.444  C43 1.095
55 H 1.865 0.240 2.991  C43 1.090
56 H -0.235 2.173 4.080  C45 1.089
57 H 0.834 3.533 4.338  C45 1.095
58 H 1.103 2.128 6.258  C46 1.095
59 H 2.589 2.005 5.280  C46 1.097
60 H 3.340 -0.072 5.228  C48 1.095
61 H 2.244 -1.434 5.508  C48 1.092
62 H 2.522 -0.262 6.818  C48 1.094

---

Formula: C3H9NS
Source: the OMol25 dataset
Level of theory: wB97M-V/def2-TZVPD

Values from the calculation:
SMILES	C=C.CSN
E_LUMO	0.0308	Eh
energy relative to the best compared isomer or geometry (same formula, charge and spin)	48.24	kcal/mol
highest occupied orbital energy	-0.319	hartree
Kohn-Sham gap	9.527	eV

Each atom is followed by the atoms it is bonded to, with distances in Å.
Element x y z (Å)
1 C -3.115 -0.307 -0.004  C2 1.328, H3 1.106, H4 1.087
2 C -2.411 -0.277 -1.130  C1 1.328, H5 1.112, H6 1.140
3 H -3.282 -1.296 0.463  C1 1.106
4 H -3.384 0.551 0.605  C1 1.087
5 H -2.267 -1.160 -1.792  C2 1.112
6 H -2.240 0.636 -1.791  C2 1.140
7 C 1.689 1.070 -0.354  S8 1.826, H10 1.067, H11 1.026, H12 1.097
8 S 1.134 -0.177 0.858  C7 1.826, N9 1.754
9 N 2.730 -0.690 1.373  S8 1.754, H13 1.046, H14 1.050
10 H 2.424 0.627 -0.988  C7 1.067
11 H 2.082 1.975 -0.074  C7 1.026
12 H 0.809 1.191 -0.999  C7 1.097
13 H 3.013 -1.695 1.442  N9 1.046
14 H 2.816 -0.447 2.391  N9 1.050

---

Formula: C4H9NO2
Source: the OMol25 dataset
Level of theory: wB97M-V/def2-TZVPD

Values from the calculation:
SMILES	C=C=[N+](C)[O-].CO
E_LUMO (spin up / spin down)	0.0247 / 0.0247	Eh
energy relative to the best compared isomer or geometry (same formula, charge and spin)	127.12	kcal/mol
highest occupied orbital energy (spin up / spin down)	-0.330 / -0.330	hartree
Kohn-Sham gap (spin up / spin down)	9.641 / 9.642	eV

Each atom is followed by the atoms it is bonded to, with distances in Å.
Element x y z (Å)
1 C 0.639 1.285 1.659  C2 1.295, H6 1.082, H7 1.081
2 C 0.692 0.575 0.577  C1 1.295, N3 1.272
3 N 1.076 0.025 -0.503  C2 1.272, C4 1.460, O5 1.308
4 C 1.390 0.813 -1.691  N3 1.460, H8 1.088, H9 1.091, H10 1.091
5 O 0.999 -1.270 -0.661  N3 1.308
6 H 1.532 1.531 2.218  C1 1.082
7 H -0.304 1.616 2.068  C1 1.081
8 H 1.301 1.875 -1.471  C4 1.088
9 H 2.409 0.580 -2.004  C4 1.091
10 H 0.709 0.521 -2.491  C4 1.091
11 C -2.100 -1.186 0.350  O12 1.408, H13 1.091, H14 1.098, H15 1.095
12 O -0.895 -1.324 1.064  C11 1.408, H16 1.034
13 H -2.886 -0.919 1.058  C11 1.091
14 H -2.031 -0.403 -0.415  C11 1.098
15 H -2.374 -2.120 -0.151  C11 1.095
16 H -0.157 -1.598 0.393  O12 1.034

---

Formula: C3H5N2O
Source: the OMol25 dataset
Level of theory: wB97M-V/def2-TZVPD

Values from the calculation:
total charge	-1
E_LUMO (spin up / spin down)	0.1526 / 0.1525	Eh
energy relative to the best compared isomer or geometry (same formula, charge and spin)	57.94	kcal/mol
highest occupied orbital energy (spin up / spin down)	-0.073 / -0.073	hartree
Kohn-Sham gap (spin up / spin down)	6.127 / 6.122	eV

Each atom is followed by the atoms it is bonded to, with distances in Å.
Element x y z (Å)
1 C 0.684 0.830 0.712  C2 1.417, N4 1.286, H7 1.086
2 C 1.041 -0.436 1.239  C1 1.417, H8 1.084, H9 1.027
3 C -1.019 0.275 -0.910  N4 1.514, N5 1.475, H10 1.061, H11 1.049
4 N -0.204 1.269 -0.109  C1 1.286, C3 1.514
5 N -0.785 -1.150 -0.611  C3 1.475, O6 1.293
6 O -0.723 -1.979 -1.602  N5 1.293
7 H 1.121 1.690 1.212  C1 1.086
8 H 2.087 -0.367 1.515  C2 1.084
9 H 0.520 -1.253 0.900  C2 1.027
10 H -1.955 0.515 -0.472  C3 1.061
11 H -0.768 0.607 -1.873  C3 1.049

---

Formula: C4H7NO
Source: the OMol25 dataset
Level of theory: wB97M-V/def2-TZVPD

Values from the calculation:
SMILES	N#CCCCO
E_LUMO	0.0316	Eh
energy relative to the best compared isomer or geometry (same formula, charge and spin)	31.82	kcal/mol
highest occupied orbital energy	-0.384	hartree
Kohn-Sham gap	11.323	eV

Each atom is followed by the atoms it is bonded to, with distances in Å.
Element x y z (Å)
1 N -1.531 1.955 -0.050  C2 1.155
2 C -1.667 0.820 0.114  N1 1.155, C3 1.461
3 C -1.276 -0.583 0.224  C2 1.461, C4 1.545, H7 1.092, H8 1.090
4 C 0.056 -0.717 -0.549  C3 1.545, C5 1.542, H9 1.103, H10 1.095
5 C 1.065 0.394 -0.196  C4 1.542, O6 1.423, H11 1.104, H12 1.158
6 O 1.515 0.087 1.118  C5 1.423, H13 0.963
7 H -1.127 -0.796 1.284  C3 1.092
8 H -2.047 -1.246 -0.169  C3 1.090
9 H 0.441 -1.725 -0.321  C4 1.103
10 H -0.129 -0.687 -1.628  C4 1.095
11 H 1.913 0.310 -0.899  C5 1.104
12 H 0.602 1.451 -0.292  C5 1.158
13 H 2.182 0.736 1.365  O6 0.963

---

Number 1: F_max 3.7 eV Å⁻¹. Number 2: F_max 6.1 eV Å⁻¹. Number 3: F_max 3.3 eV Å⁻¹. Number 4: F_max 1.6 eV Å⁻¹. Number 5: F_max 4.2 eV Å⁻¹. Number 6: F_max 2.0 eV Å⁻¹.